Below is C35H93AsF8N8O15S2V as an isolated structure at a distorted geometry, with properties calculated with ωB97M-V with the def2-TZVPD basis set.

Structure (XYZ):
```
163
C35H93AsF8N8O15S2V ωB97M-V with the def2-TZVPD basis set
As 4.44 -2.67 0.47
V -2.69 0.71 1.16
S 0.63 0.48 0.30
S -0.36 -1.77 0.67
F 5.48 -3.98 0.04
F -1.87 -2.25 0.73
F 3.43 -1.33 1.01
F 5.50 -1.52 -0.26
F 3.55 -2.84 -0.99
F 5.34 -2.51 1.95
F 0.05 2.04 0.31
F 3.36 -3.73 1.25
O 5.43 1.86 -2.91
O 0.15 -2.39 -0.49
O -1.35 -3.92 5.90
O -2.53 -5.93 0.51
O 0.18 -2.06 1.92
O -1.84 1.30 -5.91
O 2.39 5.66 -1.22
O -2.54 -1.01 -4.19
O -4.81 1.93 1.99
O -3.57 -0.43 1.77
O -3.28 1.12 -0.28
O 0.47 -5.33 1.48
O 2.61 -1.95 6.38
O 1.17 0.31 -0.97
O 1.55 0.59 1.35
N -0.82 -0.12 0.56
N 2.38 -1.08 3.59
N -0.52 7.85 -0.89
N 3.32 -1.15 -2.39
N -2.12 2.58 2.20
N -1.63 -4.40 3.12
N -1.27 2.60 -5.83
N -2.71 -7.24 3.07
C 4.45 0.28 3.95
C -0.41 4.43 -4.53
C -1.42 -3.79 7.27
C -0.52 2.89 -7.06
C -0.18 4.39 -7.00
C 0.16 2.08 -3.85
C 0.84 7.44 -1.32
C -3.05 2.84 3.34
C 4.48 -0.24 -2.15
C -2.16 3.03 -3.62
C -2.96 -9.38 1.90
C -6.04 2.14 1.32
C -1.95 -1.10 -2.89
C 3.27 -0.85 5.85
C 2.90 4.52 -0.55
C -3.12 -5.20 -0.54
C -4.47 3.01 2.86
C -2.46 -7.95 1.80
C 0.82 -5.33 0.08
C 1.79 8.55 -0.88
C 0.53 4.71 -5.69
C 1.19 6.14 -0.64
C 4.39 0.92 -3.11
C 5.78 -1.01 -2.27
C 0.80 2.12 -7.24
C -1.38 2.69 -8.29
C -2.61 -3.86 5.32
C -0.88 2.98 -4.48
C 3.59 -0.91 4.38
C 2.53 -1.81 7.77
C -2.60 3.95 4.28
C 5.29 2.94 -3.78
C -3.89 -3.45 3.16
C -2.52 -3.51 3.86
C -3.02 -7.22 0.63
H 3.88 1.20 4.16
H -3.36 4.03 5.06
H -4.13 -7.15 0.59
H 4.17 -0.57 6.44
H 0.01 4.79 -3.58
H 2.14 3.74 -0.58
H 2.81 8.29 -1.14
H -1.84 -2.80 7.53
H 5.15 2.65 -4.83
H 3.39 4.72 0.42
H 4.66 0.24 2.88
H -2.80 -7.83 -0.27
H 1.17 -6.32 -0.20
H -1.14 7.05 -1.05
H -2.22 3.34 1.50
H 3.74 4.14 -1.14
H 1.53 9.52 -1.31
H 5.67 -1.93 -1.69
H 1.49 4.19 -5.62
H 6.02 -1.26 -3.31
H -1.36 -7.98 1.71
H -1.87 -0.15 -2.35
H -2.91 3.66 -4.10
H -0.81 3.04 -9.15
H -0.19 -5.25 -0.37
H 1.31 6.32 0.44
H 3.47 1.47 -2.89
H 2.05 -0.85 8.00
H -2.55 -1.83 -2.34
H 2.67 0.07 6.04
H -2.59 -9.94 2.77
H 3.40 -2.01 -1.85
H 4.37 0.57 -4.15
H -0.42 -3.90 7.67
H -2.09 -4.55 7.70
H 1.38 -4.46 -0.20
H -1.64 1.65 -8.46
H -0.58 7.97 0.13
H -2.29 3.30 -8.26
H 1.95 -2.62 8.20
H -1.75 -4.24 2.12
H -3.09 -2.96 5.76
H -2.59 2.03 -3.49
H 4.17 -1.83 4.34
H -6.86 2.42 2.00
H -6.39 1.21 0.89
H -2.13 -2.49 3.70
H -2.09 -7.58 3.80
H 1.76 8.68 0.21
H 0.10 1.01 -4.04
H 0.64 1.08 -7.56
H -0.94 -1.49 -2.97
H 5.43 0.34 4.44
H -1.16 0.65 -5.63
H 0.41 5.41 -0.91
H -5.18 2.95 3.69
H -1.17 2.69 2.56
H -3.23 -4.76 5.47
H 0.57 4.57 -7.78
H 2.65 -1.01 2.58
H -3.50 -1.08 -4.10
H -2.44 -4.38 -0.75
H 1.39 1.98 -6.33
H -1.65 3.75 4.76
H 3.53 -1.79 8.25
H -4.47 -4.35 3.41
H -2.81 -9.97 1.00
H 6.66 -0.48 -1.90
H 4.37 0.11 -1.11
H -4.08 -4.80 -0.18
H -2.56 4.92 3.78
H 1.40 2.59 -8.01
H 6.22 3.49 -3.73
H 2.52 -0.67 -1.98
H -1.01 5.07 -7.17
H 1.82 -0.24 3.78
H -4.57 3.94 2.27
H -3.64 -7.55 3.37
H 1.14 2.38 -4.24
H -5.92 2.91 0.55
H -0.15 -6.02 1.68
H 0.82 7.48 -2.41
H 4.46 3.58 -3.43
H -1.89 3.49 -2.67
H -2.09 -5.34 3.12
H -3.10 1.92 3.94
H -3.26 -5.81 -1.44
H 0.23 2.23 -2.77
H -1.28 5.09 -4.66
H 0.75 5.78 -5.68
H -4.53 -2.64 3.54
H -4.03 -9.35 2.16
H -3.82 -3.36 2.08
```

The calculation puts the HOMO energy at -0.178 Eh. The calculation puts the frontier orbital gap at 5.27 eV. As for the net charge: -1.